C53H59BrN14 | ωB97M-V/def2-TZVPD

```
! wB97M-V def2-TZVPD RIJCOSX def2/J DEFGRID3
* xyz 0 1
N 3.05308 -0.60296 3.56725
C 1.65621 -0.34102 3.70896
C 1.24987 0.93097 3.91892
Br 2.48759 2.38769 4.05224
C -0.14508 1.22969 4.06367
C -1.03556 0.20565 4.02902
C -2.49065 0.49257 4.24107
C -3.13909 0.16799 5.42767
C -4.47437 0.41011 5.68349
N -5.26446 0.95431 4.76377
C -4.66911 1.23567 3.62195
C -3.33208 1.07487 3.26803
C -0.64482 -1.16087 3.84119
N -1.60554 -2.12318 3.85857
C -1.10878 -3.32522 3.69403
C 0.26835 -3.59765 3.47888
N 1.21116 -2.68698 3.45414
C 0.72174 -1.43780 3.66351
H 3.23581 -1.25038 2.81047
H 3.42046 -0.96703 4.44015
H -0.53637 2.23034 4.23858
H -2.54677 -0.30416 6.21678
H -4.89833 0.13177 6.64735
H -5.32317 1.65905 2.84746
H -2.94464 1.35221 2.28672
H -1.80904 -4.16600 3.72497
H 0.56885 -4.63883 3.32094
C 4.93196 2.23156 -1.19133
C 5.17937 3.59103 -0.85878
C 4.33786 3.91852 0.17150
N 3.59054 2.81147 0.47150
C 3.95022 1.78070 -0.35052
H 5.41928 1.65319 -1.95882
H 5.89282 4.25157 -1.32311
H 4.20600 4.83954 0.71438
H 2.88515 2.75904 1.18614
H 3.47503 0.81752 -0.26692
C -6.39332 4.26476 -0.68436
C -5.80643 3.60796 -1.79715
C -5.12963 2.51936 -1.31684
N -5.27998 2.49495 0.04498
C -6.05404 3.55302 0.43573
H -6.99694 5.15679 -0.70425
H -5.87498 3.90070 -2.83230
H -4.55749 1.76307 -1.82460
H -4.88431 1.80765 0.66057
H -6.29429 3.70855 1.47425
C 6.82935 5.70168 5.01123
C 7.35451 4.60812 5.75287
C 6.59353 3.51061 5.45163
N 5.62968 3.89863 4.56296
C 5.76855 5.22957 4.28523
H 7.18907 6.71894 5.01047
H 8.19435 4.62544 6.42906
H 6.65362 2.49095 5.79229
H 4.92651 3.29612 4.17315
H 5.10250 5.72460 3.59880
C -0.41044 -8.99556 5.93908
C -0.47646 -9.18354 4.53213
C -0.54166 -7.94334 3.95806
N -0.52160 -7.01254 4.96325
C -0.43684 -7.64716 6.17334
H -0.34915 -9.76363 6.69207
H -0.47538 -10.12235 4.00353
H -0.60105 -7.64353 2.92472
H -0.56282 -6.01946 4.83286
H -0.40395 -7.08571 7.09172
C 1.72774 -7.57971 -1.26074
C 0.58539 -8.42336 -1.33097
C -0.37555 -7.87547 -0.52471
N 0.14251 -6.73696 0.03264
C 1.42207 -6.54755 -0.41495
H 2.66640 -7.71593 -1.77334
H 0.48228 -9.32811 -1.90775
H -1.37876 -8.19567 -0.29864
H -0.34209 -6.13343 0.67071
H 2.00182 -5.69887 -0.09285
C -7.87180 2.81184 -6.81142
C -7.57276 3.15167 -5.46422
C -7.47047 1.98044 -4.76170
N -7.70047 0.94807 -5.63058
C -7.94083 1.44675 -6.88251
H -8.01828 3.49226 -7.63433
H -7.44692 4.14251 -5.05874
H -7.25613 1.79263 -3.72247
H -7.69329 -0.02505 -5.38734
H -8.14063 0.78965 -7.71225
C 0.54716 0.74469 -2.04078
C 0.63206 1.85555 -1.15973
C -0.62741 2.37820 -1.03871
N -1.46809 1.63157 -1.81532
C -0.76217 0.63039 -2.42569
H 1.35497 0.10415 -2.35553
H 1.51404 2.22710 -0.67271
H -0.99694 3.21656 -0.47143
H -2.45004 1.79557 -1.92064
H -1.25068 -0.07178 -3.08038
C -8.04666 3.02653 -11.62992
C -9.20882 2.20997 -11.64475
C -10.12697 2.79227 -10.81225
N -9.56464 3.92613 -10.29152
C -8.29820 4.07754 -10.78953
H -7.13191 2.86120 -12.17479
H -9.35364 1.29993 -12.20336
H -11.12813 2.49884 -10.54506
H -10.01178 4.54968 -9.64499
H -7.68819 4.91724 -10.50166
C 3.77215 -7.82224 -6.31094
C 3.96625 -6.45134 -5.99539
C 3.14677 -6.15681 -4.93780
N 2.46290 -7.29358 -4.60511
C 2.84175 -8.31395 -5.43384
H 4.26035 -8.38275 -7.09112
H 4.63149 -5.76131 -6.48788
H 2.99080 -5.23938 -4.39547
H 1.78650 -7.36743 -3.86488
H 2.41701 -9.29818 -5.32879
C 12.44491 6.26878 5.25979
C 12.24212 7.15025 4.16506
C 10.89648 7.17771 3.90854
N 10.28019 6.34555 4.80140
C 11.21535 5.79156 5.63095
H 13.38484 6.01523 5.72189
H 12.99711 7.70087 3.62832
H 10.32642 7.71501 3.16938
H 9.29141 6.16857 4.84209
H 10.92661 5.10671 6.41053
*
```

Its largest force on an atom is 2.0 eV Å⁻¹. The calculation puts the frontier orbital gap at 6.62 eV. The SMILES is Nc1c(Br)cc(-c2ccncc2)c2nccnc12.c1cc[nH]c1.c1cc[nH]c1.c1cc[nH]c1.c1cc[nH]c1.c1cc[nH]c1.c1cc[nH]c1.c1cc[nH]c1.c1cc[nH]c1.c1cc[nH]c1.c1cc[nH]c1. Its HOMO energy is -8.050 eV.

Atom charges from the Mulliken analysis, given in e for atoms 1 to 8: atom 1 (N): -0.51, atom 2 (C): 0.25, atom 3 (C): 0.24, atom 4 (Br): -0.19, atom 5 (C): -0.34, atom 6 (C): 0.27, atom 7 (C): -0.14, atom 8 (C): -0.42